1.
# C25H32AuBr2N3OPSSi

A molecular structure, C25H32AuBr2N3OPSSi (wB97M-V/def2-TZVPD, the Open Molecules 2025 dataset).

The geometry in XYZ format:
```
67
Properties=species:S:1:pos:R:3:forces:R:3:nbo_charge:R:1
Au 0.148129 0.650608 -0.283815 0.2 0.6 1.3 0.83
C -1.866976 -1.867745 -1.865805 0.0 0.0 0.0 -0.64
C -1.990349 -1.990934 -0.381203 0.0 -0.1 0.0 0.25
C -2.821974 -2.998417 0.163424 0.0 0.0 -0.1 -0.25
C -2.913218 -3.150237 1.509827 0.0 0.0 0.1 -0.13
C -2.169359 -2.305369 2.367210 0.0 0.0 0.1 -0.05
C -2.177623 -2.398391 3.783161 0.0 0.1 -0.1 -0.12
Br -3.253878 -3.683657 4.651451 0.0 -0.1 0.0 0.08
C -1.404585 -1.561022 4.533023 0.1 0.0 -0.1 -0.23
C -0.611584 -0.584643 3.908313 -0.1 -0.1 0.2 -0.18
Br 0.417142 0.570609 4.998164 0.0 0.0 -0.1 0.06
C -0.580043 -0.405976 2.537119 0.1 0.3 -0.2 0.38
O 0.109991 0.546441 1.967789 -0.2 -0.3 0.1 -0.88
C -1.370941 -1.316678 1.757831 0.1 0.0 -0.2 0.06
N -1.305047 -1.176042 0.392705 -0.2 0.0 0.0 -0.53
H -2.806224 -2.110731 -2.361163 0.0 0.0 0.0 0.23
H -1.103818 -2.552618 -2.241014 0.0 0.0 0.0 0.25
H -1.570345 -0.861226 -2.143629 0.0 0.0 0.0 0.22
H -3.377239 -3.640969 -0.505780 0.0 0.0 0.0 0.23
H -3.544285 -3.916405 1.938857 0.0 0.0 0.0 0.24
H -1.393142 -1.643562 5.610798 0.0 0.0 0.0 0.25
C -1.132950 1.598533 -3.294872 -0.1 0.1 -0.1 -1.16
Si 0.503584 1.095742 -2.564529 0.2 -0.1 0.0 1.47
C 1.695524 2.497241 -2.811300 0.0 0.1 -0.1 -1.17
C 1.127492 -0.493252 -3.336958 0.0 0.0 -0.1 -0.57
C 1.635742 -1.586873 -2.633037 -0.1 0.0 0.0 -0.22
C 2.101412 -2.717380 -3.287885 0.0 0.0 0.0 -0.21
C 2.065734 -2.779298 -4.673441 0.0 0.0 0.0 -0.19
C 1.560845 -1.709621 -5.396342 0.0 0.0 0.0 -0.22
C 1.096185 -0.582472 -4.733717 0.0 0.0 0.0 -0.13
H -1.034244 1.554002 -4.383325 0.0 0.0 0.0 0.25
H -1.370584 2.625726 -3.016134 0.0 0.0 0.0 0.26
H -1.976379 0.972266 -3.011674 0.0 0.0 0.0 0.24
H 1.730305 2.719991 -3.882143 0.0 0.0 0.0 0.26
H 2.704031 2.252896 -2.494451 0.1 0.0 0.0 0.24
H 1.372038 3.400778 -2.291414 0.0 0.0 0.0 0.25
H 1.645701 -1.570319 -1.548589 0.0 0.0 0.0 0.20
H 2.486363 -3.554133 -2.719017 0.0 0.0 0.0 0.22
H 2.425685 -3.660230 -5.187920 0.0 0.0 0.0 0.23
H 1.525714 -1.753298 -6.476868 0.0 0.0 0.0 0.23
H 0.709586 0.239384 -5.326435 0.0 0.0 0.0 0.20
C -0.680147 3.877053 3.006873 0.0 0.0 0.0 -0.41
N -1.700780 2.907674 2.641546 -0.1 0.1 0.1 -0.33
C -2.609209 2.339405 3.517883 0.0 -0.1 0.0 -0.06
C -3.357796 1.468134 2.811731 0.0 0.1 0.0 -0.06
N -2.900123 1.534731 1.512650 0.0 0.0 0.0 -0.51
C -1.885802 2.411133 1.412756 -0.1 0.0 -0.1 0.29
S -1.047265 2.842454 -0.024855 -0.2 -0.2 -0.2 -0.27
H -0.428434 3.727714 4.053166 0.0 0.0 0.0 0.23
H -1.042121 4.891355 2.847941 0.0 0.0 0.0 0.22
H 0.194881 3.702440 2.386559 0.0 0.0 0.0 0.24
H -2.625848 2.595552 4.561054 0.0 0.0 0.0 0.25
H -4.163661 0.824174 3.111674 0.0 0.0 0.0 0.25
H -3.232318 0.999257 0.727826 0.0 0.0 0.0 0.44
C 3.729003 0.490111 -0.660552 0.0 0.0 0.0 -0.98
P 2.343505 0.374164 0.508891 0.4 -0.4 -1.0 1.06
C 2.787833 1.636020 1.715629 -0.1 0.0 0.1 -0.97
C 2.603960 -1.251651 1.251294 -0.1 0.0 0.2 -0.96
H 4.658764 0.194761 -0.170434 0.0 0.0 0.0 0.25
H 3.833525 1.521781 -0.988707 0.0 0.0 0.0 0.25
H 3.566057 -0.147146 -1.528808 0.0 0.0 0.0 0.26
H 3.802700 1.417017 2.053481 0.0 0.0 0.0 0.25
H 2.095397 1.622864 2.551770 0.0 0.0 0.0 0.29
H 2.772450 2.614959 1.235712 0.0 0.0 0.0 0.25
H 3.561108 -1.248990 1.776227 0.0 0.0 0.0 0.25
H 2.628956 -2.007110 0.466829 0.0 0.0 0.0 0.25
H 1.808954 -1.490584 1.954661 0.0 0.0 0.0 0.26
```
Forces are in eV/Å.

Calculated values
Relative energy (zero: lowest compared OMol25 entry of this formula, charge and spin) in kJ/mol: 9.3
Total charge: +1
LUMO level in eV: -3.5711
Total energy in a.u.: -7524.015779

---

2.
# C25H32BeCsK2N4O10PS

A molecular structure, C25H32BeCsK2N4O10PS (wB97M-V/def2-TZVPD, the Open Molecules 2025 dataset).

The geometry in XYZ format:
```
77
Properties=species:S:1:pos:R:3:forces:R:3:lowdin_charge:R:1
S -1.244014 -0.242933 0.182823 3.3 -2.0 3.5 -0.06
P -2.644563 -1.572870 0.530022 1.2 0.4 2.5 0.28
C -3.910960 -0.774797 1.723233 -2.5 -1.0 3.2 -0.43
C -4.982032 -1.961472 2.154623 0.5 1.0 -1.1 -0.04
N -5.243624 -2.109322 3.519113 1.0 0.6 -1.9 0.03
C -4.466086 -1.122897 4.360910 2.1 1.8 -0.2 -0.18
C -3.326261 -1.721727 5.434307 -0.7 -1.5 0.5 -0.16
C -3.142953 -3.310307 5.404591 1.8 1.9 2.7 -0.13
C -2.027423 -4.010980 6.363421 -0.9 6.4 1.3 -0.20
C -1.243051 -2.878724 7.234253 -3.0 0.3 -3.1 -0.12
C -1.665563 -1.338341 7.091814 -0.2 -0.4 -0.4 -0.04
N -2.675733 -0.653237 6.237879 1.6 -7.8 0.3 0.09
C -3.444206 -0.385574 3.261066 2.4 -0.8 0.1 -0.13
H -3.312500 -2.038247 -0.659971 0.0 -0.3 1.0 -0.04
H -2.072658 -2.704186 1.215537 -0.9 0.4 -0.5 0.00
H -4.377215 0.259891 1.365299 0.7 -2.5 0.0 0.14
H -5.410356 -2.553422 1.236180 0.3 0.8 2.6 0.14
H -5.929452 -2.828520 3.882019 1.1 1.4 -0.5 0.19
H -5.096847 -0.232725 4.808320 0.9 -2.3 -0.5 0.18
H -3.802750 -3.978583 4.697116 1.2 1.6 1.6 0.09
H -1.765876 -5.150383 6.418990 -0.8 2.3 0.2 0.07
H -0.373814 -3.195585 7.963728 -1.8 1.0 -1.8 -0.10
H -1.061346 -0.585193 7.798015 -1.5 -1.9 -1.8 0.14
H -3.206430 0.754058 3.419231 -1.1 -2.2 -0.3 0.15
H -2.388925 -0.872033 3.528056 -2.1 1.0 -1.0 0.11
C 2.934757 3.918171 -2.350824 3.5 0.4 -3.7 0.15
C 1.844366 4.206589 -1.619746 -4.5 1.3 2.1 -0.39
C 1.103536 2.968719 -1.123135 0.8 -3.2 -1.1 -0.38
O 0.120000 2.998120 -0.376623 -0.5 0.8 0.4 -0.10
C 1.586773 1.634655 -1.567037 -3.3 2.4 2.4 0.08
C 2.670311 1.346730 -2.309515 4.0 -2.5 -3.0 -0.37
C 3.471604 2.580493 -2.716358 1.9 0.3 -1.1 -0.24
O 4.539258 2.544415 -3.335958 -2.1 -0.1 1.4 0.15
O 3.082299 0.207166 -2.688122 -1.2 2.6 1.1 0.07
O 1.388846 5.349715 -1.308403 1.4 -1.6 -2.3 -0.11
H 3.533614 4.734254 -2.739546 0.1 0.0 0.2 0.12
H 0.959421 0.820291 -1.223335 0.1 0.0 0.0 0.07
K -1.246431 -4.518187 4.070467 1.7 -0.6 -1.9 0.86
N 2.160729 -2.645767 4.557747 0.4 0.3 0.3 0.02
C 2.332655 -1.316523 4.387740 -0.2 -0.7 0.1 -0.16
C 3.465323 -0.628105 4.791832 0.1 -0.2 0.1 -0.06
C 4.484079 -1.343584 5.412093 0.0 0.0 0.0 -0.05
C 4.335594 -2.713472 5.603077 0.0 0.2 -0.1 -0.05
C 3.167588 -3.313901 5.161308 -0.6 0.2 -0.3 -0.15
H 1.508583 -0.802100 3.902008 0.1 0.0 0.0 0.09
H 3.550881 0.440016 4.627360 0.0 -0.1 0.0 0.11
H 5.386377 -0.838081 5.743721 -0.1 -0.1 0.0 0.12
H 5.110938 -3.299282 6.083633 -0.1 0.0 -0.1 0.11
H 3.005968 -4.381191 5.284113 0.1 0.1 0.0 0.10
O 2.806163 5.318647 -4.561020 1.3 -0.5 2.5 -0.09
H 2.492827 5.623907 -5.392802 -1.2 0.0 -1.5 -0.04
K 1.232578 4.938108 0.857788 -0.4 0.3 2.7 1.08
O 5.071252 1.439520 -10.053562 0.7 -0.7 2.3 0.08
C 5.612190 1.102359 -9.001390 -0.7 0.7 -1.7 -0.50
O 4.905814 1.067603 -7.850009 -0.5 -0.2 -0.3 -0.01
C 5.389283 0.519681 -6.610208 0.2 0.2 0.1 -0.22
C 6.197471 1.548392 -5.843454 0.2 0.2 -0.1 -0.07
C 7.083246 0.812696 -8.959858 0.4 -0.6 -0.1 0.00
H 5.940324 -0.410053 -6.778508 0.0 0.1 -0.1 0.11
H 4.503861 0.251200 -6.023981 0.0 0.1 -0.3 0.12
H 7.088240 1.855450 -6.398056 0.0 -0.1 0.0 0.07
H 6.513641 1.147528 -4.876059 -0.1 0.1 -0.1 0.08
H 5.603439 2.452408 -5.674005 0.0 -0.2 0.0 0.07
H 7.632762 1.753205 -8.861486 -0.1 -0.1 0.0 0.10
H 7.367844 0.324721 -9.897210 -0.1 0.3 0.1 0.10
H 7.375592 0.131047 -8.162217 0.0 0.2 0.1 0.07
Cs -3.081524 0.409680 -1.497979 -4.2 3.5 -5.7 1.06
O -4.768850 2.065299 -5.339137 0.6 -0.7 1.7 -0.29
H -5.082185 2.370560 -6.170919 -0.5 0.5 -1.3 -0.11
C -9.814227 0.659376 -2.417931 -0.3 -0.1 -0.2 0.04
N -8.618450 1.522230 -2.616198 0.6 0.8 -1.2 -0.43
O -8.440526 1.991992 -3.746169 -0.1 -0.7 2.2 0.09
O -7.892165 1.703567 -1.631994 -0.6 -0.2 -1.0 0.01
H -10.358437 0.587458 -3.361951 0.2 0.1 0.2 0.10
H -9.461809 -0.323995 -2.100110 -0.1 0.2 0.1 0.10
H -10.434051 1.126663 -1.650025 0.2 -0.1 -0.1 0.10
Be -0.546736 -4.730278 9.181384 0.2 -0.9 0.8 0.43
```
Forces are in eV/Å.

Calculated values
Total charge: +2
LUMO level in eV: -8.1846
Total energy in a.u.: -3916.023060

---

Question: Which value of LUMO level does entry 2 give?
Answer: -8.1846 eV